--- w ---
The following is a DFT calculation (ωB97M-V/def2-TZVPD) of a 15-piece molecular cluster, C60H165N15O15 overall.

Structure (XYZ):
```
255
C60H165N15O15 (ωB97M-V/def2-TZVPD)
C 21.425 -6.956 15.690
H 24.042 -13.857 18.713
C 19.422 -20.082 17.990
H 24.127 -17.145 7.223
H 20.668 -18.119 18.983
H 23.635 -10.187 14.671
H 26.899 -11.811 13.400
H 23.140 -6.647 17.089
H 17.515 -17.461 19.182
O 20.387 -9.226 15.597
H 22.396 -13.927 13.386
H 24.811 -15.681 16.517
N 20.616 -12.519 19.170
H 19.505 -7.528 16.509
H 26.000 -10.698 7.051
H 23.347 -11.721 13.931
H 18.585 -9.778 14.634
N 19.958 -17.678 18.491
H 19.645 -20.216 12.293
C 22.899 -12.571 10.415
N 17.267 -12.608 17.882
C 27.782 -12.334 13.641
H 26.599 -10.991 15.905
H 19.981 -20.339 18.913
H 22.189 -15.325 17.016
O 24.786 -11.682 15.335
H 27.264 -10.121 18.026
C 23.070 -11.070 8.488
N 17.525 -13.898 9.892
O 19.319 -8.940 19.512
H 21.063 -13.104 16.090
H 27.685 -14.541 19.745
H 24.569 -12.164 17.686
H 18.061 -18.928 20.073
C 20.087 -7.757 15.579
C 17.095 -15.869 14.961
H 20.096 -20.461 17.162
H 22.728 -11.190 19.326
H 19.073 -19.435 13.662
H 22.695 -11.388 15.528
H 21.281 -11.880 9.127
H 30.123 -15.488 19.501
H 16.313 -16.684 16.674
H 22.511 -10.580 7.652
H 16.478 -10.660 17.895
H 25.500 -18.320 7.110
C 25.581 -14.937 16.238
H 14.427 -10.670 21.179
H 14.468 -12.794 16.992
N 25.091 -11.484 18.258
H 21.686 -14.139 8.676
H 24.035 -14.748 12.356
H 19.564 -11.000 15.355
C 19.204 -10.018 15.493
H 25.604 -9.755 15.355
C 28.571 -13.414 18.191
C 25.626 -14.995 7.322
H 26.428 -15.309 9.908
C 19.594 -14.383 11.263
H 20.743 -15.676 14.466
C 15.204 -11.458 21.375
H 23.386 -16.842 18.120
C 15.149 -11.979 16.684
H 26.245 -15.465 15.494
H 23.801 -18.426 16.120
N 31.125 -14.979 11.814
C 22.733 -15.279 19.474
H 21.752 -10.438 17.963
H 24.979 -9.512 7.921
H 24.622 -16.389 10.420
H 20.816 -14.855 22.646
N 23.068 -14.209 18.532
C 25.554 -10.699 15.965
H 24.385 -9.808 17.506
H 26.171 -9.099 18.941
C 26.640 -18.991 13.035
C 22.291 -12.237 9.019
H 29.089 -16.485 12.832
H 22.405 -13.434 18.682
H 26.407 -13.130 7.914
C 22.851 -14.683 20.888
H 23.467 -20.071 16.883
O 16.105 -11.466 20.262
H 17.747 -12.528 12.151
H 18.928 -16.728 15.427
C 28.226 -14.797 18.752
H 21.651 -15.398 19.207
O 19.957 -15.365 10.381
C 15.104 -15.722 11.856
C 16.126 -11.670 17.872
H 20.051 -13.472 14.547
C 23.987 -18.465 10.524
H 22.426 -18.912 8.920
H 20.284 -20.760 13.871
H 29.496 -14.392 10.686
O 16.177 -15.576 12.744
H 26.601 -18.492 14.058
H 28.318 -15.469 7.887
H 31.366 -15.885 11.441
C 23.028 -19.174 16.368
H 22.098 -9.455 19.394
O 26.101 -16.379 7.287
N 22.204 -13.398 8.156
H 14.988 -12.906 19.369
H 18.640 -18.300 17.086
C 18.776 -13.340 10.468
H 14.447 -11.204 19.159
H 15.015 -15.252 14.567
H 15.421 -16.919 14.190
H 18.577 -20.780 17.945
H 24.917 -16.362 12.714
C 21.593 -18.560 14.353
H 18.094 -7.257 19.823
H 26.605 -20.075 13.152
C 25.087 -19.227 11.197
H 27.642 -12.885 17.854
C 22.676 -14.515 14.332
H 23.151 -13.751 14.977
H 28.321 -14.188 6.793
O 24.355 -11.469 8.147
H 22.170 -17.671 14.135
H 22.407 -16.608 15.990
H 25.368 -14.917 13.547
H 29.626 -14.109 13.665
H 20.433 -13.863 11.605
O 22.676 -15.511 22.064
O 16.607 -19.064 18.602
H 14.671 -11.056 16.303
H 20.372 -17.242 17.669
H 19.330 -11.791 11.777
H 28.600 -11.635 13.648
N 21.740 -15.922 16.303
N 21.082 -5.543 15.645
H 25.349 -17.489 9.327
C 18.060 -8.344 19.670
C 18.145 -16.896 14.693
H 24.376 -10.310 6.430
H 22.714 -11.717 11.114
H 28.925 -16.567 19.268
H 25.256 -14.054 15.767
H 16.915 -14.375 10.574
C 18.405 -12.157 11.367
C 15.825 -15.885 14.147
H 15.880 -17.902 20.073
H 21.808 -20.535 15.475
C 21.917 -10.491 19.025
H 15.776 -11.094 22.234
C 29.692 -14.838 11.640
H 22.364 -18.675 17.133
C 21.253 -15.804 22.371
C 26.629 -14.195 8.179
H 19.026 -10.717 18.427
H 15.382 -15.510 10.851
H 26.672 -8.757 17.226
H 24.641 -16.340 19.353
H 20.387 -17.383 10.391
C 15.597 -18.826 19.532
H 25.112 -17.352 5.649
C 28.071 -14.433 7.812
H 21.240 -16.568 23.136
C 20.554 -16.522 11.023
H 17.527 -8.960 20.450
H 20.802 -18.124 14.993
H 14.713 -16.754 11.719
H 20.796 -5.163 14.776
H 23.245 -18.226 11.326
C 29.296 -13.790 12.667
C 24.486 -15.412 13.118
C 28.930 -16.156 11.792
H 24.108 -20.604 14.761
H 17.470 -14.861 14.701
H 17.514 -15.555 16.860
N 16.640 -15.760 16.401
O 25.508 -18.437 12.302
H 20.781 -16.169 21.500
H 29.986 -12.975 12.436
H 29.023 -12.790 18.972
H 28.746 -13.872 8.475
H 22.053 -7.194 14.830
H 25.942 -19.427 10.572
C 21.384 -15.083 15.124
H 20.038 -13.044 19.824
C 22.379 -19.669 15.086
H 15.527 -19.642 20.322
H 19.591 -7.557 14.633
H 16.991 -13.492 17.559
H 21.672 -16.395 11.033
C 18.950 -18.662 18.069
H 17.754 -17.891 14.840
H 20.874 -11.121 20.771
H 23.782 -19.348 13.688
C 22.180 -7.221 16.958
H 25.974 -11.951 18.571
H 18.583 -10.773 20.121
N 29.327 -15.693 18.905
H 27.894 -16.138 11.576
H 19.100 -14.786 12.124
H 17.505 -8.523 18.713
H 27.021 -16.529 18.091
H 24.770 -20.224 11.560
H 22.315 -13.366 10.869
C 26.419 -9.491 17.956
C 23.560 -11.221 14.908
C 23.232 -19.405 9.555
C 19.315 -10.362 19.453
H 20.194 -16.691 12.060
H 23.222 -17.460 19.837
O 27.965 -13.377 12.683
H 26.999 -13.827 10.296
C 24.987 -10.479 7.387
C 20.530 -13.846 15.477
H 22.847 -20.230 10.223
H 20.174 -12.512 18.236
O 26.289 -14.617 17.415
H 29.247 -13.453 17.269
H 18.535 -9.850 16.312
H 27.563 -18.673 12.539
H 21.568 -6.985 17.841
H 29.312 -16.881 11.096
H 23.122 -13.605 7.829
H 23.981 -12.882 10.383
C 15.333 -11.832 19.150
H 14.754 -12.440 21.529
N 24.535 -17.262 9.929
H 17.668 -12.809 18.817
H 18.521 -16.785 13.690
N 26.354 -14.309 9.659
H 22.207 -13.839 20.896
H 31.373 -14.989 12.802
H 14.591 -18.695 19.115
C 25.176 -17.335 6.751
H 19.388 -13.013 9.690
C 20.670 -11.084 19.647
H 28.049 -15.675 16.922
H 23.238 -10.313 9.284
H 23.912 -19.655 8.707
C 19.993 -19.933 13.307
H 23.881 -14.320 20.994
H 15.666 -12.267 15.783
H 24.593 -15.027 7.710
C 25.304 -10.346 17.424
H 17.801 -11.417 10.856
C 23.534 -16.609 19.207
H 17.631 -14.538 9.140
O 23.408 -15.706 14.000
H 25.566 -14.764 6.277
H 22.302 -8.357 17.086
C 27.351 -15.528 17.749
H 27.657 -12.855 14.618
H 19.749 -14.080 16.184
O 21.112 -19.028 13.132
N 23.379 -20.183 14.154
H 21.840 -4.965 15.980
H 14.146 -15.146 12.136
C 17.794 -18.493 19.094
```

Results
- HOMO energy: -8.5344 eV
- Lowest unoccupied orbital energy: 0.44 eV

Results of the Löwdin charge analysis, in e, for atoms 1 through 2:
1. C -0.4559
2. H 0.0752

--- x ---
The following is a DFT calculation (ωB97M-V/def2-TZVPD) of a 15-piece molecular cluster, C60H165N15O15 overall.

Structure (XYZ):
```
255
C60H165N15O15 (ωB97M-V/def2-TZVPD)
H 3.975 0.707 -3.146
C -1.022 2.272 4.094
N 1.089 -0.805 4.960
H -3.028 0.401 3.170
H 2.368 1.339 -3.281
H -2.622 -3.081 2.143
H -1.032 -0.156 1.611
N -1.064 -3.794 -0.150
O 3.744 2.297 -4.561
N -1.158 -1.757 -5.279
H 0.283 -5.600 1.640
C 4.648 2.026 -5.605
C -2.519 -2.243 -5.539
C 3.462 -5.615 5.821
C -2.527 4.023 3.563
H 0.075 -3.120 1.924
O 2.198 0.681 -0.549
C 1.016 -4.363 3.350
N 0.135 -3.854 -2.895
H 0.533 1.216 -5.357
O -4.218 -4.220 1.666
H -2.313 1.538 -3.388
H -2.595 1.668 7.134
C 2.305 4.866 -3.733
H 2.382 2.560 -1.451
H 1.330 1.978 -4.030
H -2.469 -3.269 -5.916
H 1.968 -1.379 8.094
H -1.048 0.627 -3.133
C -4.792 0.062 4.282
C 5.786 1.736 0.162
H 4.243 -3.358 1.668
H 2.472 3.920 -3.217
H -2.061 -2.868 7.266
H 1.482 5.356 -3.206
C 0.952 -1.375 6.296
H -3.631 3.024 7.438
H -3.643 -0.202 6.121
H 3.102 -1.355 6.704
C 5.278 -2.125 0.311
H -2.162 3.883 -1.272
C -1.208 5.543 -5.751
H -3.649 1.566 1.198
H -3.989 -1.931 4.132
H 0.555 -6.987 -0.122
H 0.640 3.923 2.261
H -7.434 -1.836 0.740
H 0.677 -0.212 1.584
H 3.399 -6.540 6.390
O -4.332 1.713 5.981
H -4.627 -0.825 -0.103
C -4.526 0.329 5.740
O 3.385 5.800 -3.693
N 2.839 -2.114 0.750
H 2.057 -5.463 1.829
H 5.603 -1.079 0.240
N 1.214 2.279 5.153
H -9.392 0.740 1.225
H -2.719 -2.950 5.713
C -7.394 -0.884 0.202
C 5.565 3.247 -7.641
O -1.879 2.841 3.132
H 6.165 -2.646 0.677
C -0.753 2.397 -4.016
H -2.231 5.932 -5.698
H -9.609 -2.451 -0.455
C 3.157 7.120 -1.071
H 3.415 -3.656 -3.567
H 5.490 -1.438 5.028
C -6.632 2.233 -2.262
C 4.175 -2.323 1.313
H 2.173 -3.491 4.888
H -6.432 1.892 -3.279
C 3.286 1.182 -3.848
H -5.346 -0.055 6.361
H 4.991 -2.356 -0.715
N -1.315 -0.103 -1.265
C -1.807 -2.641 6.222
C -2.984 -5.118 -0.684
H -1.078 5.071 -6.729
H -5.758 -1.846 4.281
C 2.461 -3.260 -3.213
H 0.994 -6.480 2.907
H 2.750 -2.688 -0.082
H -4.954 -1.497 2.726
O 5.689 -1.442 2.974
C 2.408 2.084 -0.462
H -4.074 -5.081 -0.705
H 2.898 -5.579 -1.924
H 3.343 2.285 0.049
H 1.753 -1.371 4.436
C -2.502 -3.874 0.122
H 4.930 1.123 0.456
H 7.005 -0.681 4.395
C -4.886 -1.395 3.806
C 5.537 2.146 -1.263
H 5.610 1.634 -5.233
H -4.896 1.412 -0.678
H -5.818 -4.414 2.889
H 0.251 -1.050 4.426
C 3.721 5.719 -1.209
C 9.485 1.636 0.544
H 2.601 -2.821 -2.219
H 3.867 7.945 -1.137
H 5.513 0.150 4.248
H -7.491 2.906 -2.309
H 2.151 -2.417 -3.830
H 1.130 1.258 5.134
C 5.948 -0.862 4.218
H 1.179 -0.707 -1.723
H -4.081 1.385 8.004
C -5.255 -1.545 -0.643
C 1.026 0.249 -1.215
H -6.042 -2.103 -8.176
N 5.717 2.966 0.981
H -0.985 -3.309 5.961
H -0.525 1.481 -0.229
H 4.308 1.158 -6.189
H 4.592 2.689 -1.347
H 2.654 7.217 -0.101
H -0.483 -4.663 -2.993
H -1.801 4.843 3.592
H 0.215 -4.637 4.043
N -1.523 1.124 -3.890
H -4.391 -3.611 3.667
H -2.115 3.110 -5.543
H 5.212 6.110 -2.771
N 4.888 5.621 -0.319
N 0.740 -3.100 2.693
C 0.336 2.953 4.218
C -2.799 -4.025 1.610
H 3.692 -1.970 3.298
H 6.163 4.061 -4.859
H -10.753 -0.104 0.471
H -9.588 -0.966 1.532
O -1.481 -1.268 6.099
H 5.077 2.557 -8.330
H 5.460 1.358 -2.010
H 4.772 4.845 -4.952
H 0.971 -2.469 6.208
H -0.321 0.145 7.044
H 6.621 2.971 -7.523
C -4.734 -4.379 2.965
H -4.557 3.410 0.646
H -0.166 -3.303 -3.699
H 9.840 0.910 -0.189
H -0.598 -1.837 -6.126
H -0.592 6.442 -5.757
H -1.286 -0.753 -5.151
O 2.391 -5.544 4.910
C 7.156 1.079 0.434
C -3.650 1.967 7.184
H 2.066 -7.722 -0.746
H -2.416 2.537 1.362
H -6.906 1.451 -1.552
H 1.012 2.097 2.338
H -2.336 -4.869 2.134
C -8.781 -0.584 -0.374
C 4.844 3.361 -6.316
C 4.288 5.550 -2.637
H 5.040 4.692 0.076
H -3.559 4.986 -0.946
H -3.649 1.635 3.916
H -3.242 -0.509 -6.611
H -4.866 -0.823 -8.561
O 1.040 -6.469 -2.049
H -0.797 -4.568 -0.731
O -5.569 3.037 -1.778
C 0.553 2.142 -4.778
H -0.085 -1.434 0.705
C -3.786 3.083 -0.065
O -0.832 4.654 -4.726
H 0.487 -8.284 -1.324
C -0.379 -0.940 6.921
N -3.933 0.832 3.358
H -4.503 -2.498 -8.985
H 3.842 3.753 -6.504
N -2.971 2.081 0.635
H 3.484 -4.686 6.397
H 3.065 4.902 -0.888
C -2.892 4.223 -0.538
H 2.146 2.423 4.784
H 1.557 -2.813 2.140
O 8.169 2.061 0.278
C 2.187 -0.935 7.113
H -3.104 3.977 4.488
C -3.164 -1.590 -6.776
C 2.303 -4.333 4.199
H -0.495 -1.342 7.932
H -4.012 -1.151 -4.399
O -6.536 -1.015 -0.930
C 4.346 -1.462 2.573
H 3.042 0.391 -4.572
H -2.837 -1.779 -3.381
H 4.592 4.497 -2.750
H 10.035 2.575 0.436
H 1.624 -4.812 -0.981
H -2.616 -6.005 -0.170
H -2.490 3.785 -4.014
H -0.416 2.803 -3.053
C 1.470 -4.418 -3.105
H -0.867 1.224 3.801
H 4.421 -5.729 5.296
H 0.088 3.969 4.552
C -4.511 2.312 -1.169
H 3.994 -0.421 2.564
H 9.677 1.333 1.579
C -3.383 -2.040 -4.289
H -3.035 -3.014 -0.291
H -1.566 2.136 5.038
H -5.242 -2.461 -0.046
H 2.842 -1.149 0.423
H -4.002 -2.929 -4.186
H 2.045 3.437 2.927
H -1.263 -1.111 -1.143
H 0.804 2.967 -5.441
H 2.286 0.133 7.299
H -7.012 -0.047 0.797
H -8.544 -2.127 -1.647
H 7.140 0.719 1.467
C -4.982 -1.860 -8.234
C -9.709 -0.196 0.763
H 5.745 2.772 1.979
C -0.196 -0.374 0.942
H 3.204 -4.203 3.591
C 1.049 -7.412 -1.001
H -0.777 -2.960 -0.638
N 5.498 4.432 -5.534
C -0.282 0.431 -0.385
H -3.194 4.326 2.752
H -3.828 2.071 -1.993
H 1.506 2.502 -0.005
O -4.451 -2.191 -6.963
H -2.182 0.268 -0.872
H -4.767 -1.730 -1.598
H 5.738 4.222 -8.099
C 1.104 -5.541 2.357
H -4.361 -5.341 3.343
H -8.729 0.206 -1.125
H 2.375 7.371 -1.792
H 0.929 0.923 -2.081
C 1.017 3.067 2.832
H -2.593 -4.977 -1.688
N -9.320 -1.737 -1.118
H -2.391 4.678 0.318
C -1.632 3.492 -4.634
H 4.691 6.235 0.465
H 1.622 -5.046 -3.991
H -5.775 0.482 4.036
H 7.349 0.245 -0.247
C 1.823 -5.332 -1.935
H 2.032 4.763 -4.777
H 6.610 3.440 0.847
H -2.626 -1.819 -7.703
H 6.287 2.851 -1.633
```

Results
- HOMO energy: -8.5906 eV
- Lowest unoccupied orbital energy: 0.47 eV

Results of the Löwdin charge analysis, in e, for atoms 1 through 2:
1. H 0.0786
2. C -0.2050

Which of them is least stable? Easy: w.